The following is a quantum chemistry calculation of an isolated molecule of C2HBrCl2F2, from the Open Molecules 2025 dataset.

Properties
- Max |F|: 3.312 eV Å⁻¹
- ΔE to the lowest compared entry with this formula, charge and spin: 68.2 kcal per mole
- HOMO (spin up / spin down): -9.727 / -9.967 eV
- 2S+1: 1
- Orbital gap (spin up / spin down): 7.527 / 8.307 eV
- E: -3770.83505 Eh

Last columns: bonded neighbours and bond lengths (Å).
CARTESIAN COORDINATES (ANGSTROEM)
1 C 0.39466 -0.77402 0.01098  C2 1.589, Cl5 1.620, H8 1.046
2 C -1.02255 -0.12789 -0.30347  C1 1.589, F3 1.362, F4 1.306, Cl6 1.735
3 F -1.88432 -1.03307 0.23834  C2 1.362
4 F -1.28509 0.12392 -1.55733  C2 1.306
5 Cl 1.75647 -0.01230 -0.42447  C1 1.620, Br7 2.464
6 Cl -1.19955 1.38227 0.53192  C2 1.735
7 Br 2.73370 1.92911 0.73688  Cl5 2.464
8 H 0.50667 -1.48801 0.76716  C1 1.046

Atomic partial charges in e from the Löwdin method, atoms 1 to 5: C -0.480; C -1.014; F 0.025; F 0.079; Cl 0.579